1.
The following is a DFT calculation (ωB97M-V with the def2-TZVPD basis set) of one molecule with the formula C18H16ClN3O4S.

Each line ends with the natural charge from an NBO analysis.
Geometry (Å):
C -2.31 -5.70 4.56  -0.25
H -2.59 -6.74 4.35  0.20
O -2.64 -4.98 3.40  -0.49
C -2.40 -3.64 3.37  0.28
C -1.84 -2.91 4.42  -0.29
C -1.63 -1.55 4.27  -0.24
C -1.98 -0.89 3.10  0.33
C -2.54 -1.62 2.05  -0.30
C -2.74 -2.98 2.20  -0.22
H -3.17 -3.55 1.39  0.23
H -2.82 -1.16 1.12  0.22
O -1.74 0.46 3.10  -0.50
C -1.85 1.19 1.90  -0.12
C -0.70 0.92 0.99  0.42
N 0.27 1.73 0.71  -0.26
N 1.11 1.08 -0.11  -0.38
C 0.61 -0.11 -0.31  0.30
S 1.23 -1.39 -1.27  0.34
C 2.85 -0.68 -1.75  -0.61
H 3.45 -1.54 -2.04  0.26
H 3.26 -0.18 -0.88  0.25
C 2.74 0.27 -2.95  0.66
O 3.02 -0.11 -4.07  -0.60
N 2.33 1.51 -2.60  -0.65
C 2.10 2.61 -3.42  0.24
C 1.58 3.76 -2.81  -0.26
C 1.34 4.89 -3.57  -0.18
C 1.60 4.90 -4.93  -0.26
C 2.11 3.76 -5.52  -0.01
C 2.36 2.61 -4.79  -0.30
H 2.76 1.73 -5.26  0.27
Cl 2.44 3.76 -7.21  0.01
H 1.41 5.78 -5.52  0.23
H 0.94 5.78 -3.09  0.22
H 1.38 3.75 -1.75  0.22
H 2.08 1.64 -1.62  0.44
O -0.55 -0.27 0.36  -0.41
H -2.80 0.98 1.38  0.20
H -1.81 2.24 2.18  0.24
H -1.21 -0.98 5.08  0.22
H -1.56 -3.38 5.34  0.22
H -1.24 -5.65 4.77  0.17
H -2.87 -5.35 5.43  0.17

* orbital gap: 8.783 eV
* SMILES string: COc1ccc(OCc2nnc(SCC(=O)Nc3cccc(Cl)c3)o2)cc1
* energy relative to the best compared isomer or geometry (same formula, charge and spin): 9.4 kJ/mol

---

2.
The following is a DFT calculation (ωB97M-V with the def2-TZVPD basis set) of C18H16F29GaO3P as an isolated structure.

Each line ends with the natural charge from an NBO analysis.
Geometry (Å):
O -2.03 0.18 -6.68  -1.16
P -0.90 1.13 -6.08  0.89
Ga -1.79 2.16 -4.17  0.64
C -0.99 1.27 -2.44  -0.90
C 0.42 2.05 -2.16  -0.48
C 1.34 1.42 -0.96  0.66
F 2.01 0.17 -1.48  -0.36
F 2.43 2.43 -0.70  -0.37
C 0.53 0.97 0.38  0.61
F 0.04 -0.43 0.12  -0.32
F -0.69 1.77 0.68  -0.32
C 1.44 0.87 1.75  0.61
F 0.90 -0.32 2.51  -0.32
F 2.88 0.51 1.47  -0.31
C 1.48 2.24 2.65  0.60
F 1.39 3.50 1.82  -0.31
F 2.87 2.29 3.25  -0.32
C 0.44 2.28 3.91  0.59
F 1.12 1.53 5.03  -0.32
F -0.90 1.71 3.63  -0.30
C 0.15 3.82 4.48  0.95
F -0.96 4.39 3.63  -0.31
F -0.48 3.64 5.84  -0.32
F 1.36 4.67 4.52  -0.30
H -0.52 2.10 -7.12  -0.09
H 0.29 0.38 -5.77  -0.08
H -3.39 2.25 -4.15  -0.27
H -1.20 3.68 -4.16  -0.33
H -1.82 1.46 -1.60  0.22
H -0.88 0.11 -2.62  0.22
H 0.22 3.20 -2.00  0.26
H 1.06 1.94 -3.16  0.25
C 0.39 0.04 8.45  -0.15
C -0.36 -1.21 7.99  0.59
C -1.72 -0.95 7.35  0.51
F -2.58 -0.36 8.20  -0.32
F -2.31 -2.12 6.98  -0.32
F -0.46 -2.08 9.03  -0.31
F 0.43 -1.84 7.06  -0.32
O 0.28 0.37 9.83  -0.51
C -0.87 1.13 10.19  0.85
C -1.81 0.37 11.15  0.50
F -2.24 -0.80 10.60  -0.31
F -2.92 1.10 11.43  -0.32
F -1.50 1.55 9.07  -0.32
F -0.41 2.25 10.80  -0.32
H 1.46 -0.17 8.30  0.23
H 0.20 0.91 7.80  0.22
H -1.63 -0.33 6.46  0.15
H -1.30 0.13 12.09  0.15
C 0.34 -3.09 -9.96  -0.14
C 0.66 -4.51 -9.47  0.59
C -0.22 -5.02 -8.34  0.52
F -0.12 -4.27 -7.23  -0.31
F 0.14 -6.28 -7.98  -0.33
F 1.98 -4.58 -9.14  -0.31
F 0.51 -5.35 -10.55  -0.33
O 1.14 -2.04 -9.43  -0.51
C 0.72 -1.53 -8.16  0.85
C 1.76 -1.77 -7.05  0.50
F 2.02 -3.09 -6.89  -0.32
F 1.30 -1.31 -5.86  -0.31
F -0.50 -2.03 -7.86  -0.30
F 0.54 -0.20 -8.34  -0.31
H 0.55 -3.08 -11.04  0.22
H -0.73 -2.86 -9.90  0.22
H -1.27 -5.06 -8.64  0.14
H 2.70 -1.27 -7.28  0.15

* orbital gap: 5.903 eV
* net charge: -1

---

3.
The following is a DFT calculation (ωB97M-V with the def2-TZVPD basis set) of C18H16F5IrN3O16P2 as an isolated structure.

Each line ends with the natural charge from an NBO analysis.
Geometry (Å):
Ir 0.24 0.04 0.83  1.43
N 0.07 0.25 2.78  -0.66
C -0.01 1.62 3.30  -0.23
C 1.28 2.37 3.00  -0.54
C 1.40 2.75 1.52  0.79
O 1.97 3.77 1.19  -0.63
O 0.93 1.92 0.63  -0.75
H -0.78 -0.27 2.99  0.41
H 0.85 -0.28 3.17  0.43
H -0.23 1.60 4.37  0.20
H -0.84 2.10 2.79  0.25
H 2.16 1.78 3.27  0.22
H 1.33 3.29 3.59  0.24
C -2.37 -4.31 0.80  -0.63
C -1.41 -3.53 -0.08  -0.51
O -1.25 -4.19 -1.35  -0.75
P -2.04 -1.91 -0.53  2.39
O -2.83 -1.34 0.71  -1.01
O -3.19 -2.20 -1.59  -0.98
O -0.98 -1.01 -1.07  -1.15
P 0.22 -3.31 0.78  2.39
O 1.22 -3.11 -0.46  -1.03
O 0.55 -4.54 1.51  -1.11
O 0.13 -1.98 1.56  -1.16
H -3.36 -4.38 0.33  0.21
H -2.47 -3.82 1.77  0.23
H -1.97 -5.31 0.96  0.24
H -0.31 -4.20 -1.56  0.51
H -2.65 -0.38 0.82  0.53
H -2.87 -2.82 -2.26  0.52
H 1.49 -2.19 -0.62  0.54
O -3.18 2.45 0.76  -0.62
C -2.28 1.78 0.29  0.78
O -1.58 0.98 1.05  -0.80
C -2.09 1.77 -1.21  -0.16
C -0.88 1.62 -1.87  -0.05
C -0.89 1.53 -3.25  0.02
C -2.04 1.59 -4.01  -0.16
C -3.22 1.76 -3.32  0.00
C -3.27 1.85 -1.94  -0.13
N -4.48 1.82 -4.09  0.54
O -5.51 2.00 -3.47  -0.37
O -4.41 1.70 -5.29  -0.38
N 0.38 1.29 -3.95  0.53
O 1.19 0.58 -3.41  -0.34
O 0.52 1.82 -5.04  -0.39
H 0.06 1.62 -1.34  0.26
H -2.01 1.51 -5.08  0.27
H -4.21 1.98 -1.43  0.27
F 6.92 1.12 2.04  -0.30
C 5.72 0.73 1.59  0.25
C 4.80 0.17 2.45  0.27
F 5.10 0.01 3.75  -0.30
C 3.56 -0.24 1.98  0.25
F 2.72 -0.81 2.87  -0.32
C 3.19 -0.09 0.65  0.22
O 2.03 -0.49 0.14  -0.75
C 4.13 0.50 -0.19  0.33
F 3.84 0.69 -1.48  -0.29
C 5.38 0.89 0.26  0.27
F 6.26 1.44 -0.58  -0.29

* orbital gap: 7.450 eV
* net charge: -1
* energy relative to the best compared isomer or geometry (same formula, charge and spin): 180.3 kJ/mol

---

LUMO energy in eV, matching the order above: 0.47, 1.14, 1.29
Total energy in eV, matching the order above: -54942.8724, -165532.5715, -91163.3353